The following is a quantum chemistry calculation of a molecular structure, C4H7NO4, from the Open Molecules 2025 dataset.

Structure (XYZ):
```
16
C4H7NO4 | the Open Molecules 2025 dataset | ωB97M-V/def2-TZVPD
C 1.405 0.389 1.665
C 0.020 -0.188 1.469
C -0.172 -0.216 -0.079
C -1.483 -0.938 -0.483
H 1.285 1.268 -0.100
H 1.300 1.383 2.144
H 2.051 -0.380 2.244
H -2.634 -0.496 0.267
H -1.301 -2.158 -0.121
H -0.963 -0.394 -2.399
H 0.232 1.934 -2.147
N 0.323 0.735 -0.851
O 2.071 0.580 0.298
O -0.662 -0.982 2.163
O -1.412 -1.207 -1.901
O -0.061 0.670 -2.169
```

Summary:
DFT total energy: -13931.5967 eV
charge: 0
orbital gap: 0.298 Eh

=====

The following is a quantum chemistry calculation of 2 unconnected molecules or ions with the total composition C4H7NO4, from the Open Molecules 2025 dataset.

Structure (XYZ):
```
16
C4H7NO4 | the Open Molecules 2025 dataset | ωB97M-V/def2-TZVPD
C -1.079 1.270 -0.410
C -0.993 0.946 1.044
C 0.066 -0.623 -0.096
C 0.255 -2.052 -0.669
N 2.085 0.371 0.051
O 2.064 1.348 -0.673
O 2.939 0.077 0.829
O -0.295 0.334 -1.099
O -0.566 -0.411 1.029
H -2.115 1.029 -0.654
H -0.851 2.307 -0.614
H -0.295 1.380 1.808
H -1.952 0.994 1.677
H -0.757 -2.441 -0.657
H 0.798 -2.581 0.045
H 0.697 -1.946 -1.609
```

Summary:
DFT total energy: -13936.4811 eV
charge: 0
orbital gap (spin up / spin down): 0.321 / 0.321 Eh

=====

Please write out number 1 again, unchanged.
The following is a quantum chemistry calculation of a molecular structure, C4H7NO4, from the Open Molecules 2025 dataset.

Structure (XYZ):
```
16
C4H7NO4 | the Open Molecules 2025 dataset | ωB97M-V/def2-TZVPD
C 1.405 0.389 1.665
C 0.020 -0.188 1.469
C -0.172 -0.216 -0.079
C -1.483 -0.938 -0.483
H 1.285 1.268 -0.100
H 1.300 1.383 2.144
H 2.051 -0.380 2.244
H -2.634 -0.496 0.267
H -1.301 -2.158 -0.121
H -0.963 -0.394 -2.399
H 0.232 1.934 -2.147
N 0.323 0.735 -0.851
O 2.071 0.580 0.298
O -0.662 -0.982 2.163
O -1.412 -1.207 -1.901
O -0.061 0.670 -2.169
```

Summary:
DFT total energy: -13931.5967 eV
charge: 0
orbital gap: 0.298 Eh

=====

Question: Which formula does entry 1 have?
Answer: C4H7NO4